[1]
{"formula": "C3H3N2S", "method": "ωB97M-V/def2-TZVPD", "relative_energy_kcal_mol": 110.6, "total_energy_ev": -16971.2670, "homo_ev": [-2.8522, -2.7670], "lumo_ev": [3.831, 3.300], "charge": -1, "symbols": ["C", "C", "C", "N", "N", "S", "H", "H", "H"], "coordinates": [[0.91, -0.31, 0.05], [0.42, -1.53, -0.09], [-0.93, 1.02, -0.16], [0.32, 0.93, 0.02], [-1.77, 0.03, 0.13], [-3.41, -0.30, 0.00], [2.09, -0.22, 0.03], [-0.60, -2.01, -0.15], [-1.34, 2.02, -0.18]], "nbo_charge": [-0.16, -0.23, 0.23, -0.59, -0.66, -0.11, 0.16, 0.21, 0.14]}


[2]
{"formula": "C3H3N3", "method": "ωB97M-V/def2-TZVPD", "relative_energy_kcal_mol": 68.3, "total_energy_ev": -7626.5890, "homo_ev": -10.0717, "lumo_ev": 0.269, "symbols": ["N", "C", "C", "N", "C", "N", "H", "H", "H"], "coordinates": [[0.85, 0.70, -0.75], [-0.10, 0.02, 0.06], [-1.07, -0.83, -0.55], [-1.97, -1.39, -1.03], [0.29, -0.23, 1.45], [0.59, -0.35, 2.56], [1.39, 1.42, -0.29], [1.37, 0.20, -1.45], [-1.35, 0.45, 0.00]], "nbo_charge": [-0.81, -0.18, 0.16, -0.28, 0.25, -0.27, 0.40, 0.40, 0.33]}